Entry 1:
DFT (the ωB97M-V functional and the def2-TZVPD basis) results for an isolated molecule of C6H9N3OS in a non-equilibrium geometry.

Atoms and positions in Å:
C 1.711 -1.505 -3.204
C 1.149 -0.297 -2.467
O 0.932 0.857 -2.869
N 0.723 -0.708 -1.209
N 0.199 0.344 -0.331
C -0.363 -0.104 0.744
S -0.727 -1.732 1.361
C -1.136 -1.024 2.922
C -1.087 0.336 2.881
N -0.625 0.862 1.683
C -0.360 2.342 1.363
H 1.104 -2.414 -2.925
H 2.603 -1.690 -2.631
H 1.972 -1.253 -4.167
H 1.161 -1.504 -0.747
H -1.399 -1.666 3.765
H -1.404 1.021 3.661
H -0.865 2.565 0.467
H -0.581 2.914 2.180
H 0.797 2.252 0.965

Summary:
- Energy: -23718.89242 eV
- Structure (SMILES): CC(=O)N/N=c1\sccn1C
- Kohn-Sham gap: 8.151 eV
- Net charge: 0
- Lowest unoccupied orbital energy: 0.6 eV
- 2S+1: 1
- Energy relative to the best compared isomer or geometry (same formula, charge and spin): 33.7 kcal/mol

***

Entry 2:
DFT (the ωB97M-V functional and the def2-TZVPD basis) results for an isolated molecule of C5H6N2 in a non-equilibrium geometry.

Atoms and positions in Å:
C -0.158 1.329 -0.037
C 0.309 0.068 -0.023
C -0.847 -0.875 -0.058
C -2.107 -0.174 0.039
C 1.723 -0.307 -0.037
N -1.568 1.435 -0.056
N -0.860 -2.146 -0.020
H 0.523 2.256 -0.031
H 2.063 -1.190 -0.712
H 2.378 0.475 -0.361
H 2.210 -0.417 0.852
H -1.944 2.202 0.469
H -1.722 -2.657 -0.025

Summary:
- Energy: -8257.11246 eV
- Kohn-Sham gap: 7.190 eV
- Net charge: 0
- Lowest unoccupied orbital energy: -1.5 eV
- 2S+1: 1
- Energy relative to the best compared isomer or geometry (same formula, charge and spin): 121.0 kcal/mol

***

Entry 3:
DFT (the ωB97M-V functional and the def2-TZVPD basis) results for an isolated molecule of C4H4O2.

Atoms and positions in Å:
O -0.943 -2.097 0.044
C -0.343 -1.061 -0.026
C 0.222 -0.095 1.034
C 0.152 0.961 -0.071
O 1.115 0.581 -1.020
C -0.182 -0.028 -1.129
H 1.241 -0.339 1.340
H -0.426 0.059 1.899
H -0.172 1.991 0.027
H -0.665 0.028 -2.098

Summary:
- Energy: -8305.22690 eV
- Structure (SMILES): O=C1C[C@H]2O[C@@H]12
- Kohn-Sham gap: 10.672 eV
- Net charge: 0
- Lowest unoccupied orbital energy: 1.0 eV
- 2S+1: 1
- Energy relative to the best compared isomer or geometry (same formula, charge and spin): 42.7 kcal/mol

***

Entry 4:
DFT (the ωB97M-V functional and the def2-TZVPD basis) results for a cluster of 3 separate species, C24H56BN2O4PS2 in total in a non-equilibrium geometry.

Atoms and positions in Å:
C 3.773 -2.314 0.429
C 3.250 -1.303 1.622
C 2.691 0.137 1.074
N 1.550 0.052 0.086
C 0.346 -0.695 0.652
O -0.617 -0.806 -0.488
S -2.114 -1.437 0.025
O -2.625 -2.487 -1.030
O -3.135 -0.235 -0.039
C -2.157 -2.056 1.792
B -1.740 -3.673 1.754
C -2.712 -4.851 2.447
O -0.514 -4.183 1.076
P -3.997 -2.039 2.426
C -5.221 -2.463 1.022
C -6.751 -2.858 1.568
C -4.497 -0.234 2.954
C -4.530 -0.242 4.594
C -1.227 -1.158 2.798
S -0.019 -2.286 3.757
C -0.299 -0.018 1.998
N -1.100 1.270 1.715
H 3.381 -2.017 -0.643
H 3.399 -3.398 0.728
H 4.964 -2.369 0.470
H 4.096 -1.050 2.425
H 2.392 -1.837 2.212
H 3.600 0.642 0.486
H 2.416 0.911 1.928
H 1.818 -0.401 -0.815
H 0.597 -1.827 0.939
H -2.862 -4.631 3.598
H -3.790 -4.886 1.964
H -2.261 -5.942 2.285
H -0.452 -5.168 1.321
H -4.825 -3.278 0.257
H -5.391 -1.483 0.362
H -6.816 -3.943 2.003
H -7.446 -2.725 0.607
H -7.121 -2.019 2.325
H -3.587 0.441 2.588
H -5.509 0.042 2.436
H -5.495 0.246 5.062
H -4.332 -1.329 5.042
H -3.613 0.433 4.951
H -1.810 -0.568 3.625
H -0.741 -3.138 4.624
H 0.513 0.314 2.807
H -0.962 1.524 0.704
H -0.663 2.049 2.284
C -3.610 -1.411 -7.046
C -2.406 -0.511 -6.815
C -1.217 -1.241 -6.184
C -1.468 -1.822 -4.788
C -1.915 -0.812 -3.728
C -0.882 0.269 -3.452
H -4.006 -1.806 -6.106
H -4.413 -0.848 -7.533
H -3.348 -2.254 -7.693
H -2.700 0.346 -6.200
H -2.088 -0.102 -7.781
H -0.365 -0.552 -6.145
H -0.910 -2.059 -6.848
H -0.546 -2.309 -4.447
H -2.220 -2.616 -4.854
H -2.108 -1.354 -2.793
H -2.864 -0.349 -4.016
H 0.064 -0.171 -3.120
H -1.239 0.938 -2.662
H -0.688 0.879 -4.339
C 7.260 6.113 2.109
C 6.410 6.207 0.851
C 4.941 5.841 1.085
C 4.689 4.402 1.548
C 5.222 3.310 0.618
C 4.579 3.328 -0.761
H 7.298 5.092 2.496
H 8.288 6.423 1.891
H 6.869 6.768 2.894
H 6.841 5.577 0.067
H 6.454 7.237 0.478
H 4.382 6.030 0.161
H 4.521 6.524 1.835
H 3.607 4.265 1.673
H 5.126 4.258 2.543
H 5.024 2.334 1.079
H 6.309 3.388 0.518
H 3.494 3.207 -0.687
H 4.970 2.505 -1.369
H 4.789 4.261 -1.293

Summary:
- Energy: -68596.06012 eV
- Structure (SMILES): CCCN[C@@H]1OS(=O)(=O)[C@](B(C)O)(P(CC)CC)[C@@H](S)[C@@H]1N.CCCCCC.CCCCCC
- Kohn-Sham gap: 8.665 eV
- Net charge: 0
- Lowest unoccupied orbital energy: 0.2 eV
- 2S+1: 1

***

Entry 5:
DFT (the ωB97M-V functional and the def2-TZVPD basis) results for a cluster of 2 separate species, C5H10O2 in total in a non-equilibrium geometry.

Atoms and positions in Å:
C 1.411 -1.393 -1.792
C 0.071 -0.732 -1.445
C -0.243 -0.185 -0.199
C -1.355 -0.513 0.637
C -1.519 0.069 1.878
O -0.491 0.471 2.783
H 1.238 -2.467 -1.922
H 1.831 -0.875 -2.654
H 2.075 -1.282 -0.925
H -0.676 -0.678 -2.239
H 0.568 0.365 0.289
H -1.873 -1.468 0.572
H -2.427 -0.102 2.462
H 0.292 0.278 2.253
H 0.841 3.448 -0.189
H -0.339 2.425 0.272
O 0.594 2.640 0.218

Summary:
- Energy: -9438.47070 eV
- Kohn-Sham gap (spin up / spin down): 3.939 / 5.298 eV
- Net charge: -1
- Lowest unoccupied orbital energy (spin up / spin down): 3.8 / 3.7 eV
- 2S+1: 2
- Expectation value of S²: 0.811
- Energy relative to the best compared isomer or geometry (same formula, charge and spin): 47.5 kcal/mol

***

Entry 6:
DFT (the ωB97M-V functional and the def2-TZVPD basis) results for a structure of composition C29H23CrF3N7O9PSeTe.

Atoms and positions in Å:
Cr 0.247 -0.629 -0.121
Se 0.767 6.525 2.516
N 1.841 5.532 1.525
C 1.253 4.375 1.388
C 1.825 3.267 0.632
C 3.065 3.351 -0.003
C 3.541 2.249 -0.667
C 2.766 1.096 -0.703
N 1.573 1.004 -0.127
C 1.110 2.079 0.552
C -0.187 1.931 1.213
N -0.804 0.735 1.084
C -2.008 0.579 1.627
C -2.641 1.574 2.357
C -2.006 2.781 2.525
C -0.757 2.974 1.936
C -0.025 4.230 2.035
N -0.462 5.270 2.692
H 3.626 4.275 0.056
H 4.507 2.248 -1.150
H 3.130 0.215 -1.209
H -2.496 -0.369 1.468
H -3.620 1.386 2.777
H -2.451 3.590 3.092
C -0.909 -2.523 -5.160
C -1.633 -1.286 -4.682
O -0.750 -0.223 -4.231
P 0.059 -0.095 -2.889
O -0.839 0.129 -1.673
Te 1.453 -1.917 -2.175
O 0.849 1.248 -3.141
C 1.403 1.664 -4.423
C 2.446 0.706 -4.962
H -1.639 -3.197 -5.613
H -0.411 -3.054 -4.352
H -0.169 -2.263 -5.919
H -2.352 -1.502 -3.890
H -2.176 -0.833 -5.505
H 1.842 2.635 -4.216
H 0.579 1.795 -5.121
H 3.266 0.579 -4.253
H 2.851 1.106 -5.893
H 2.015 -0.275 -5.176
O 1.213 -3.616 1.104
C 1.855 -2.606 1.310
O 1.407 -1.370 1.246
C 3.308 -2.720 1.697
C 3.834 -3.959 2.037
C 5.190 -4.063 2.271
C 6.054 -2.995 2.148
C 5.503 -1.782 1.803
C 4.146 -1.620 1.592
N 6.400 -0.622 1.624
O 5.927 0.382 1.113
O 7.548 -0.737 1.988
N 5.754 -5.382 2.646
O 6.964 -5.478 2.680
O 4.967 -6.272 2.894
H 3.193 -4.825 2.114
H 7.114 -3.112 2.313
H 3.743 -0.650 1.356
F -3.708 -6.333 -0.047
C -3.887 -5.358 0.850
F -3.752 -5.876 2.072
F -5.144 -4.904 0.723
C -2.913 -4.231 0.614
C -2.210 -3.663 1.657
C -1.358 -2.616 1.376
N -1.204 -2.111 0.145
C -1.887 -2.675 -0.857
C -2.749 -3.733 -0.669
H -2.297 -4.037 2.667
H -0.758 -2.174 2.159
H -1.741 -2.257 -1.839
H -3.272 -4.165 -1.511

Summary:
- Energy: -177802.95335 eV
- Kohn-Sham gap (spin up / spin down): 7.436 / 7.456 eV
- Net charge: +1
- Lowest unoccupied orbital energy (spin up / spin down): -3.7 / -3.8 eV
- 2S+1: 4
- Expectation value of S²: 3.801
- Energy relative to the best compared isomer or geometry (same formula, charge and spin): 3.1 kcal/mol

***

Entry 7:
DFT (the ωB97M-V functional and the def2-TZVPD basis) results for the ion C4H9N2O2 with charge -1 in a non-equilibrium geometry.

Atoms and positions in Å:
C 2.457 -1.738 -2.032
N 1.668 -0.578 -1.564
C 0.998 -0.940 -0.287
C -0.294 -0.101 -0.012
O -1.008 -0.157 -1.030
N -0.645 0.393 1.178
C -1.667 1.707 1.401
O -2.035 1.703 2.612
H 1.726 -2.578 -2.156
H 2.822 -1.486 -3.048
H 3.193 -2.017 -1.301
H 0.928 -0.443 -2.364
H 1.712 -0.644 0.495
H 0.798 -2.053 -0.175
H 0.070 0.306 1.881
H -0.855 2.513 1.264
H -2.508 1.757 0.629

Summary:
- Energy: -11368.39130 eV
- Structure (SMILES): CNCC(=O)NC[O-]
- Kohn-Sham gap: 6.613 eV
- Net charge: -1
- Lowest unoccupied orbital energy: 3.5 eV
- 2S+1: 1
- Energy relative to the best compared isomer or geometry (same formula, charge and spin): 64.0 kcal/mol

***

Entry 8:
DFT (the ωB97M-V functional and the def2-TZVPD basis) results for a structure of composition CH4BNO2 in a non-equilibrium geometry.

Atoms and positions in Å:
B 0.896 0.218 0.505
C -0.398 -0.743 -0.057
N -0.753 0.460 -0.612
O -1.825 0.792 -1.012
O 0.161 1.317 -0.400
H 2.057 -0.066 0.060
H 0.992 0.548 1.692
H 0.007 -1.338 -0.767
H -1.137 -1.188 0.589

Summary:
- Energy: -7359.15087 eV
- Kohn-Sham gap: 9.447 eV
- Net charge: 0
- Lowest unoccupied orbital energy: -1.1 eV
- 2S+1: 1
- Energy relative to the best compared isomer or geometry (same formula, charge and spin): 52.0 kcal/mol